Molecular formula: C20H30BF9N3O7P
Method: DFT, ωB97M-V with the def2-TZVPD basis set

Strongest force on any atom = 0.1046 hartree/bohr
SMILES string = CN(C)B(O)[C@H](C#N)[C@H](C#N)P(C)C.CCOC(=O)C(F)(F)F.CCOC(=O)C(F)(F)F.CCOC(=O)C(F)(F)F
Multiplicity = 1
LUMO energy = 0.009 Ha
E_HOMO = -0.330 hartree

```
71
Properties=species:S:1:pos:R:3:forces:R:3
H 0.163399 -0.757479 3.404700 0.21 -0.37 -0.53
H 0.657020 -4.485719 3.456872 -0.07 -0.10 -0.62
C 0.663512 -0.940956 -9.105673 0.12 -0.69 0.22
F 3.245488 -0.830483 -5.698235 0.08 0.14 0.39
C -1.251104 -0.772125 8.174320 0.02 0.31 0.06
H -0.540309 -0.195711 7.548785 -0.36 -0.06 0.66
H 4.333802 2.282519 -2.636452 0.00 -0.04 0.11
N 0.635881 -2.355071 6.046940 2.62 0.47 1.36
O -2.277244 0.836725 5.768619 1.11 -1.39 0.08
O -2.100283 3.075825 1.677164 0.35 -0.22 -0.46
C 3.980286 -1.390211 -4.720458 0.03 -0.76 -1.10
F -0.508674 2.770848 -10.715516 0.12 -0.35 0.04
P -1.064370 -2.843411 2.857028 -0.79 0.00 -1.50
H 2.107503 -2.435368 -8.533681 -0.05 0.03 0.01
C -0.773208 3.010451 1.611457 -0.74 0.09 0.91
N -2.532983 -0.923070 7.442967 0.54 -1.48 -1.66
H -2.913015 -3.040484 7.015088 0.00 0.30 0.45
H -0.060599 -0.900618 1.627906 -0.19 -0.43 0.53
F 1.260219 3.059233 -9.506437 -0.02 -0.34 -0.08
C -0.087494 -4.414022 2.636628 0.24 0.18 1.19
H -1.600657 5.052661 3.507546 -0.02 -0.08 0.09
C 0.961353 0.917111 -10.516171 -0.07 -1.02 0.42
F 5.175707 -1.671990 -5.243708 -0.07 0.27 0.37
H -3.691267 2.895603 2.938054 0.10 -0.08 -0.30
C -2.600114 -1.518999 4.762842 -1.01 -0.29 -1.38
H 3.161246 2.911807 -1.470814 -0.03 -0.06 -0.01
H 1.209087 -1.857981 2.405771 -0.51 0.18 0.39
F 0.976654 3.024201 -0.006013 -0.20 -0.03 0.40
H 2.451711 -0.810441 -7.912658 -0.11 -0.08 0.04
C -3.200255 -2.218077 7.696411 -0.74 0.64 1.05
C -0.329315 2.787882 0.163176 0.32 0.00 -1.29
C -0.323944 -2.509277 5.475106 -4.08 -0.77 -1.59
C -1.586056 -2.714915 4.687832 1.38 -0.03 -0.40
C 3.284647 2.264433 -2.338503 0.23 0.01 -0.29
H -3.121780 4.819897 4.381773 -0.01 -0.06 -0.03
H -0.751780 -5.293980 2.728923 0.22 0.53 -0.22
H 2.708739 2.674170 -3.170257 -0.10 -0.01 0.11
H -2.145666 2.597964 3.711815 0.13 0.02 -0.16
O 5.088878 -0.298356 -2.866626 0.14 -0.31 -0.36
H -1.421547 -0.281466 9.152753 0.27 -0.24 -0.50
B -2.466445 -0.550361 6.053658 -0.62 1.34 0.91
H -0.000203 -1.163842 -8.271008 -0.04 0.32 -0.01
O 0.594835 0.480940 -9.310604 -0.14 0.49 -0.23
H -4.295050 -2.039515 7.632855 0.62 -0.38 -0.22
C -2.626170 4.691424 3.419508 0.26 0.18 -0.20
O 2.888844 0.019687 -3.190348 0.11 -0.47 -0.33
F 1.426341 2.955383 -11.652595 -0.04 -0.42 0.11
H -0.770978 -1.764228 8.310820 -0.36 0.56 0.04
C 0.181403 -1.467013 2.548662 0.23 -0.05 0.41
H 3.410804 0.419887 -1.206657 0.13 -0.09 -0.20
C -4.011156 -2.061767 4.558050 4.97 1.92 0.77
H 2.755017 -1.179431 -9.599275 -0.09 -0.10 -0.05
F -0.985325 3.578263 -0.698433 -0.02 -0.02 0.38
O -0.029977 3.081177 2.547022 0.33 -0.11 -0.39
H 0.278149 -1.474044 -9.975654 0.08 0.22 -0.11
C 0.789335 2.436683 -10.599655 -0.02 1.26 -0.08
H -2.412113 -0.898634 3.856320 -0.02 -0.09 0.67
N -4.972189 -2.584600 4.807885 -3.55 -1.64 0.17
H -2.082156 -3.683035 4.894132 0.50 0.52 0.26
H -3.124219 5.318301 2.677707 -0.11 -0.07 0.06
F -0.553235 1.517454 -0.228029 -0.04 0.08 0.38
C -2.659060 3.238318 2.994754 -0.39 0.22 0.66
C 4.084867 -0.488928 -3.486927 -0.35 0.66 0.85
H -3.023251 -2.471738 8.763064 0.05 -0.22 -0.74
C 2.075699 -1.370814 -8.767493 0.23 0.25 -0.16
H 1.787971 0.867089 -1.702867 -0.03 -0.19 -0.25
H -1.330542 0.907391 5.550820 -0.35 0.58 -0.23
C 2.829848 0.855656 -2.020509 -0.12 0.54 0.51
F 3.398995 -2.565795 -4.418829 0.01 0.29 0.28
H 0.412262 -4.414139 1.650397 -0.31 0.08 0.53
O 1.339804 0.224320 -11.414233 0.01 0.44 -0.18
```
Positions in Å, forces in eV/Å.

Population analysis type Mulliken, resulting atomic charges in e:
1. H 0.226
2. H 0.346
3. C -0.270
4. F -0.275
5. C -1.043
6. H 0.362
7. H 0.392
8. N -0.556
9. O -0.534
10. O -0.318
11. C 0.912
12. F -0.252
13. P 0.098
14. H 0.395
15. C 0.372
16. N 0.036
17. H 0.266
18. H 0.280
19. F -0.244
20. C -1.085
21. H 0.319
22. C 0.359
23. F -0.252
24. H 0.382
25. C 0.164
26. H 0.330
27. H 0.406
28. F -0.233
29. H 0.250
30. C -0.864
31. C 0.920
32. C -0.106
33. C 0.284
34. C -1.150
35. H 0.400
36. H 0.350
37. H 0.305
38. H 0.107
39. O -0.511
40. H 0.259
41. B 0.018
42. H 0.337
43. O -0.315
44. H 0.308
45. C -1.263
46. O -0.366
47. F -0.241
48. H 0.392
49. C -0.907
50. H 0.335
51. C -0.234
52. H 0.332
53. F -0.269
54. O -0.522
55. H 0.326
56. C 0.888
57. H 0.323
58. N -0.512
59. H 0.699
60. H 0.328
61. F -0.271
62. C 0.076
63. C 0.345
64. H 0.361
65. C -1.024
66. H 0.147
67. H 0.285
68. C 0.009
69. F -0.260
70. H 0.356
71. O -0.506



Molecular formula: C20H30BeCl5FN2NaO14P2
Method: DFT, ωB97M-V with the def2-TZVPD basis set

Strongest force on any atom = 0.0404 hartree/bohr
Total charge = -3
Multiplicity = 1
LUMO energy = 0.072 Ha
E_HOMO = -0.001 hartree

```
76
Properties=species:S:1:pos:R:3:forces:R:3
C 2.780893 -4.223050 -4.549985 -0.04 0.07 0.06
H 0.585218 -2.203195 -1.518135 0.03 -0.01 0.06
C -0.157494 -2.383398 0.488873 -0.05 0.37 0.03
C 2.142573 1.712632 3.135780 0.40 0.67 -1.50
O -5.429511 6.718049 3.420607 -0.01 0.04 -0.03
H -0.943296 1.970254 0.717468 0.33 -0.40 0.27
N -3.540873 3.018932 1.369690 1.15 1.19 0.82
C -0.825303 3.857204 1.855264 0.20 -1.77 -0.22
C 4.106662 -4.338518 -5.226771 0.16 0.04 0.14
C 5.197124 -3.737426 -3.114315 -0.32 -0.08 -0.15
C 1.322881 1.525449 1.806371 0.39 -0.56 1.96
C -1.795979 6.694997 -1.756114 -0.09 -0.08 0.02
H -5.979786 3.624149 0.514905 -0.35 0.34 0.01
H 2.388960 2.760935 3.268608 0.12 0.04 0.21
O -3.794271 5.846645 4.534971 0.06 0.09 0.10
O -8.343028 2.240948 0.067166 -0.05 -0.23 -0.04
C 7.477386 -1.720040 -0.213456 0.24 0.29 -0.14
H 1.599674 1.325765 3.987286 -0.25 -0.13 -0.06
Cl -2.433696 5.614278 -0.499786 -0.12 0.03 -0.14
Be 1.641369 -4.650349 0.603196 0.47 -0.22 0.48
C -4.667242 2.495139 1.686656 -0.32 -0.37 0.04
Cl 8.542108 -1.130554 1.071109 -0.01 -0.05 0.03
Na 3.559577 0.364214 1.490501 0.28 -1.15 -1.25
O 4.169698 -4.642211 -6.393973 -0.21 -0.06 -0.04
P -2.476850 3.473695 2.620528 -0.78 0.22 0.27
O 0.909885 -8.838708 -0.801683 0.62 -0.01 0.10
Cl 7.924875 -1.027985 -1.764647 -0.05 -0.08 0.07
H -6.127207 3.938501 2.291177 0.41 0.23 -0.03
H 0.046097 7.559039 -2.418290 -0.03 0.02 0.01
H -0.359391 3.364258 -0.153580 0.24 -0.25 -0.26
O -0.832212 -9.209416 0.912245 0.04 0.07 0.63
F 7.390012 -3.973140 -6.389115 0.05 0.06 0.43
O -5.806587 5.764352 5.326713 -0.04 -0.03 0.05
H -0.876155 4.862028 1.459557 0.12 0.14 0.00
C -1.276823 -3.289038 -1.405119 0.59 0.49 0.17
O 3.803773 -3.304029 -1.270978 -0.15 0.21 -0.31
O -1.124875 -5.536647 -0.516542 0.24 -0.23 0.26
O 1.464278 -10.027689 1.352724 -0.18 -0.35 -0.42
H 3.084958 1.130379 3.047213 -0.72 0.76 1.20
P 0.649467 -8.914076 0.699358 -0.02 0.03 -0.06
H 6.303471 -4.143427 -4.904328 -0.06 0.08 -0.64
C -4.734731 1.098653 2.265802 -0.42 0.23 0.86
H -0.952110 -1.954668 1.099199 -0.02 -0.11 0.05
C -5.968981 3.192184 1.508640 0.27 -1.17 -0.36
C -0.320039 2.853810 0.804241 -0.95 1.49 -0.73
H -0.093469 3.811118 2.663456 -0.23 0.33 0.34
C 3.886013 -3.619284 -2.449427 0.40 0.05 0.20
H -1.936049 6.189839 -2.711666 0.07 0.01 -0.01
C -0.884068 -4.384057 -0.437058 -0.86 0.09 -0.42
N -5.011051 6.109395 4.425816 0.02 0.08 0.06
H -1.100553 -3.606014 -2.429915 -0.21 -0.19 0.02
H -8.706688 2.806834 -0.619844 -0.10 0.05 -0.10
O -0.188764 -3.825657 0.641693 -0.17 0.01 -0.33
H 6.062511 -3.534917 -2.493871 0.01 -0.03 0.01
H -4.778447 0.357750 1.470537 0.11 0.08 -0.24
O 1.057460 -7.584302 1.335559 -0.45 0.42 -0.24
H -0.791124 -1.145942 -1.197513 -0.03 0.00 0.10
H -2.396718 7.601841 -1.756334 0.04 0.02 0.06
H 1.726414 -3.803348 -2.762614 0.01 -0.07 0.05
Cl -0.033120 8.007172 -0.119573 0.03 -0.03 0.04
Cl 5.785117 -1.364295 0.163198 -0.20 -0.08 0.05
H -5.655690 0.976418 2.833581 -0.07 -0.01 0.02
H -2.186969 2.243625 3.339880 0.66 -0.13 -0.41
C -0.368987 -2.128242 -0.992548 -0.12 -0.04 -0.19
H 1.910340 -4.424991 -5.162436 0.02 -0.03 -0.02
C -0.331523 7.001436 -1.561696 0.02 0.03 -0.20
C 2.681001 -3.890098 -3.266400 -0.10 0.03 -0.05
C 5.320764 -4.066458 -4.402424 0.41 -0.10 0.09
H 7.579096 -2.796277 -0.275238 -0.10 -0.01 0.05
O 0.975382 0.404871 1.563439 -0.16 -1.41 -0.52
H -2.330874 -3.052283 -1.256109 -0.03 -0.10 -0.05
H -3.908217 0.886315 2.938418 0.27 -0.11 -0.16
O 1.098992 2.539211 1.034561 0.05 1.19 0.15
H 0.800784 -2.012116 0.843456 0.03 -0.24 0.11
H 0.253122 6.089982 -1.459620 -0.04 -0.01 0.08
H -6.759155 2.453548 1.591652 -0.46 0.29 -0.47
```
Positions in Å, forces in eV/Å.

Population analysis type Mulliken, resulting atomic charges in e:
1. C -0.429
2. H 0.006
3. C -0.369
4. C -0.618
5. O -0.627
6. H 0.385
7. N -0.010
8. C -0.580
9. C -0.009
10. C -0.212
11. C 0.518
12. C -0.566
13. H 0.222
14. H 0.354
15. O -0.620
16. O -1.121
17. C -0.004
18. H 0.315
19. Cl -0.058
20. Be -0.001
21. C 0.297
22. Cl -0.157
23. Na 0.792
24. O -0.498
25. P 0.163
26. O -0.471
27. Cl -0.104
28. H 0.275
29. H 0.356
30. H 0.146
31. O -0.499
32. F -0.951
33. O -0.656
34. H 0.301
35. C -0.464
36. O -0.499
37. O -0.440
38. O -0.547
39. H 0.176
40. P 0.854
41. H 0.605
42. C -1.152
43. H 0.243
44. C -0.945
45. C -0.425
46. H 0.354
47. C 0.325
48. H 0.272
49. C 0.546
50. N 0.908
51. H 0.311
52. H 0.109
53. O -0.367
54. H 0.317
55. H 0.253
56. O -0.280
57. H 0.379
58. H 0.349
59. H 0.224
60. Cl -0.193
61. Cl -0.029
62. H 0.396
63. H -0.144
64. C -0.227
65. H 0.424
66. C -0.424
67. C 0.034
68. C -0.410
69. H 0.345
70. O -0.509
71. H 0.322
72. H 0.374
73. O -0.435
74. H 0.159
75. H 0.248
76. H 0.389



What is the multiplicity in the second record? 1



Which value of LUMO energy does entry 1 give? 0.009 Ha



Among the records above, which one has the lowest LUMO energy? C20H30BF9N3O7P



Which formula does entry 1 have? C20H30BF9N3O7P